[1]
The following is a DFT calculation (ωB97M-V/def2-TZVPD) of a 2-piece molecular cluster, C2H10N2O overall at a distorted geometry.

Results
LUMO energy	0.0276	hartree
E_tot	-266.920123	Ha
HOMO level	-9.22	eV
structure (SMILES)	NCCN.O
energy above the lowest of the compared OMol25 structures with the same formula, charge and spin	63.3	kJ/mol
M	78.12	g/mol

Last column: Mulliken charge in e.
Positions of all 15 atoms, in Å:
C (-1.079, 0.442, -1.530)  -0.38
C (0.132, 0.595, -0.551)  -0.56
N (-0.426, 0.292, 0.812)  -0.60
N (-0.658, 0.767, -2.906)  -0.56
H (-1.420, -0.611, -1.564)  0.34
H (-1.856, 1.110, -1.149)  0.23
H (1.048, 0.064, -0.807)  0.32
H (0.337, 1.656, -0.635)  0.30
H (0.305, 0.683, 1.405)  0.24
H (-0.447, -0.721, 0.974)  0.23
H (-0.821, 1.707, -3.239)  0.22
H (-1.207, 0.139, -3.474)  0.22
H (2.151, -2.599, 3.688)  0.32
H (2.273, -1.404, 4.606)  0.32
O (1.666, -2.120, 4.369)  -0.64

***

[2]
The following is a DFT calculation (ωB97M-V/def2-TZVPD) of a 2-piece molecular cluster, C2H10N2O overall.

Results
LUMO energy	0.0377	hartree
E_tot	-266.944252	Ha
HOMO level	-9.39	eV
structure (SMILES)	NCCO.N
energy above the lowest of the compared OMol25 structures with the same formula, charge and spin	0.0	kJ/mol
M	78.11	g/mol

Last column: Mulliken charge in e.
Positions of all 15 atoms, in Å:
N (-0.345, -0.025, -2.396)  -0.78
H (0.602, -0.913, -0.986)  0.42
H (-1.000, -0.542, -2.973)  0.22
H (-0.886, 0.454, -1.680)  0.25
H (0.080, 0.680, -2.988)  0.21
C (1.122, -0.543, 0.876)  -0.43
O (0.970, -1.398, -0.227)  -0.55
C (-0.187, -0.095, 1.508)  -0.45
N (-0.854, 0.930, 0.693)  -0.52
H (1.691, -1.103, 1.615)  0.31
H (1.727, 0.342, 0.625)  0.28
H (-0.842, -0.964, 1.580)  0.30
H (0.018, 0.247, 2.530)  0.31
H (-0.330, 1.794, 0.749)  0.20
H (-1.768, 1.136, 1.074)  0.22

***

[3]
The following is a DFT calculation (ωB97M-V/def2-TZVPD) of a 3-piece molecular cluster, C2H10N2O2 overall at a distorted geometry.

Results
LUMO energy (alpha / beta)	0.1419 / 0.1449	hartree
<S²>	0.7511
total charge	-1
multiplicity	2
E_tot	-342.103950	Ha
HOMO level (alpha / beta)	1.20 / -5.22	eV
energy above the lowest of the compared OMol25 structures with the same formula, charge and spin	100.9	kJ/mol
M	94.11	g/mol

Last column: Mulliken charge in e.
Positions of all 16 atoms, in Å:
C (-2.244, 0.554, -0.398)  -1.05
N (-0.984, 0.075, 0.013)  0.50
C (-0.956, -1.202, 0.439)  -1.62
N (0.093, -2.025, 0.337)  -0.41
H (-2.485, 0.543, -1.491)  0.29
H (-2.994, -0.103, 0.068)  0.47
H (-2.362, 1.554, -0.031)  0.33
H (-0.161, 0.414, -0.306)  0.06
H (-1.895, -1.677, 0.915)  0.22
H (0.112, -2.535, 1.282)  0.65
H (3.085, -0.208, 0.255)  0.63
H (1.645, -0.926, -0.020)  0.45
O (2.255, -0.175, -0.330)  -1.29
H (1.753, 1.319, -0.082)  0.42
H (1.323, 2.698, 0.645)  0.45
O (1.172, 2.232, -0.162)  -1.10

***

[4]
The following is a DFT calculation (ωB97M-V/def2-TZVPD) of a 3-piece molecular cluster, C2H10N2O2 overall at a distorted geometry.

Results
LUMO energy	0.0271	hartree
E_tot	-342.164571	Ha
HOMO level	-9.51	eV
structure (SMILES)	C/N=C\N.O.O
energy above the lowest of the compared OMol25 structures with the same formula, charge and spin	76.9	kJ/mol
M	94.11	g/mol

Last column: Mulliken charge in e.
Positions of all 16 atoms, in Å:
C (-0.755, -0.756, 0.355)  -0.77
N (1.729, -2.174, 1.110)  -0.44
C (1.613, -0.843, 0.698)  -0.05
N (0.607, -0.221, 0.235)  -0.38
H (-1.212, -0.166, 1.152)  0.21
H (-1.266, -0.587, -0.585)  0.27
H (-0.756, -1.776, 0.741)  0.30
H (0.901, -2.601, 1.475)  0.22
H (2.413, -2.686, 0.585)  0.20
H (2.566, -0.369, 0.470)  0.37
H (-0.130, 3.029, -0.464)  0.30
H (0.489, 1.577, -0.670)  0.48
O (0.493, 2.502, -0.965)  -0.70
H (-2.583, 1.808, -0.674)  0.29
H (-1.655, 1.812, -1.930)  0.34
O (-2.454, 1.452, -1.533)  -0.63

***

[5]
The following is a DFT calculation (ωB97M-V/def2-TZVPD) of a 3-piece molecular cluster, C2H10N2O3 overall at a distorted geometry.

Results
LUMO energy	0.0210	hartree
E_tot	-417.430988	Ha
HOMO level	-9.55	eV
structure (SMILES)	NCC(N)=O.O.O
energy above the lowest of the compared OMol25 structures with the same formula, charge and spin	111.7	kJ/mol
M	110.11	g/mol

Last column: Mulliken charge in e.
Positions of all 17 atoms, in Å:
N (0.075, -0.825, 1.211)  -0.60
C (-0.998, -0.040, 0.667)  -0.15
C (-1.068, 0.150, -0.721)  0.33
N (0.076, -0.306, -1.348)  -0.25
O (-1.977, 0.700, -1.335)  -0.71
H (-0.224, -1.099, 2.174)  0.24
H (0.896, -0.186, 1.267)  0.25
H (-1.125, 0.968, 1.114)  0.26
H (-1.899, -0.563, 0.895)  0.31
H (0.801, -0.923, -0.979)  0.18
H (0.259, -0.122, -2.370)  0.23
H (1.798, -2.389, 0.360)  0.33
H (3.345, -2.291, 0.059)  0.31
O (2.445, -1.924, -0.269)  -0.72
H (-1.553, 2.730, -0.437)  0.33
H (-0.075, 3.268, -0.389)  0.28
O (-0.777, 2.851, 0.101)  -0.63

***

[6]
The following is a DFT calculation (ωB97M-V/def2-TZVPD) of a 2-piece molecular cluster, C2H10N2S overall at a distorted geometry.

Results
LUMO energy	0.0306	hartree
E_tot	-589.826688	Ha
HOMO level	-8.95	eV
structure (SMILES)	NCN.CS
energy above the lowest of the compared OMol25 structures with the same formula, charge and spin	157.9	kJ/mol
M	94.18	g/mol

Last column: Mulliken charge in e.
Positions of all 15 atoms, in Å:
C (0.004, -2.159, -1.756)  -0.71
S (-1.675, -1.619, -2.241)  -0.18
H (0.136, -3.137, -2.355)  0.30
H (0.703, -1.430, -2.098)  0.21
H (0.192, -2.392, -0.672)  0.26
H (-2.210, -2.049, -1.072)  0.11
N (-0.868, 1.868, 1.169)  -0.57
C (0.685, 1.835, 0.933)  -0.20
N (1.335, 0.492, 1.195)  -0.59
H (-1.190, 1.287, 1.916)  0.19
H (-1.242, 2.915, 1.339)  0.22
H (0.676, 2.063, -0.135)  0.25
H (1.253, 2.452, 1.547)  0.24
H (0.751, -0.115, 1.908)  0.24
H (1.450, -0.011, 0.324)  0.24

***

[7]
The following is a DFT calculation (ωB97M-V/def2-TZVPD) of a 2-piece molecular cluster, C2H10N2S overall at a distorted geometry.

Results
LUMO energy	0.0288	hartree
E_tot	-589.837027	Ha
HOMO level	-8.89	eV
structure (SMILES)	NCN.CS
energy above the lowest of the compared OMol25 structures with the same formula, charge and spin	130.7	kJ/mol
M	94.18	g/mol

Last column: Mulliken charge in e.
Positions of all 15 atoms, in Å:
C (-1.224, 2.325, 0.927)  -0.59
S (-1.376, 0.805, 2.125)  -0.26
H (-1.081, 3.301, 1.470)  0.29
H (-0.305, 2.198, 0.277)  0.18
H (-2.152, 2.165, 0.251)  0.24
H (-0.054, 0.520, 2.490)  0.12
N (0.511, -1.188, -2.117)  -0.57
C (1.096, -0.941, -0.710)  -0.08
N (0.306, -1.728, 0.205)  -0.59
H (-0.097, -2.004, -2.127)  0.22
H (1.186, -1.123, -2.913)  0.18
H (2.021, -1.338, -0.644)  0.39
H (0.990, 0.159, -0.609)  0.01
H (0.812, -1.838, 1.102)  0.22
H (-0.633, -1.314, 0.274)  0.25

***

[8]
The following is a DFT calculation (ωB97M-V/def2-TZVPD) of a 3-piece molecular cluster, C2H10N2S overall at a distorted geometry.

Results
LUMO energy	-0.0335	hartree
E_tot	-589.796847	Ha
HOMO level	-9.04	eV
energy above the lowest of the compared OMol25 structures with the same formula, charge and spin	236.2	kJ/mol
M	94.18	g/mol

Last column: Mulliken charge in e.
Positions of all 15 atoms, in Å:
N (1.739, -0.142, -0.226)  -0.57
C (0.476, -0.227, -0.963)  -0.55
C (-0.515, 0.931, -0.733)  -0.33
N (-1.882, 0.408, -0.818)  -0.66
H (2.114, 0.801, -0.267)  0.23
H (1.512, -0.342, 0.762)  0.22
H (0.724, -2.059, 1.166)  0.20
H (0.658, -0.357, -2.032)  0.32
H (-0.051, -1.112, -0.575)  0.23
H (-0.281, 1.316, 0.270)  0.27
H (-0.394, 1.731, -1.469)  0.36
H (-2.036, -0.168, 0.011)  0.25
H (-2.569, 1.153, -0.732)  0.24
S (-0.081, -0.748, 2.257)  -0.40
H (0.584, -1.186, 3.348)  0.19

***

[9]
The following is a DFT calculation (ωB97M-V/def2-TZVPD) of a 2-piece molecular cluster, C2H10N2S2 overall at a distorted geometry.

Results
LUMO energy	0.0270	hartree
E_tot	-988.054674	Ha
HOMO level	-8.96	eV
structure (SMILES)	CSS.NCN
energy above the lowest of the compared OMol25 structures with the same formula, charge and spin	53.1	kJ/mol
M	126.25	g/mol

Last column: Mulliken charge in e.
Positions of all 16 atoms, in Å:
C (1.948, 1.416, 0.708)  -0.58
S (3.240, 0.884, -0.458)  -0.05
S (2.432, 0.888, -2.303)  -0.20
H (2.210, 2.407, 1.020)  0.35
H (1.971, 0.748, 1.553)  0.27
H (0.961, 1.444, 0.259)  0.05
H (1.995, -0.374, -2.485)  0.14
N (-1.618, -1.258, 1.254)  -0.54
C (-1.202, -1.060, -0.141)  0.05
N (-2.015, -0.069, -0.826)  -0.56
H (-2.507, -0.887, 1.550)  0.17
H (-1.453, -2.174, 1.637)  0.18
H (-0.196, -0.653, -0.079)  -0.03
H (-1.163, -2.032, -0.639)  0.24
H (-2.960, -0.123, -0.463)  0.25
H (-1.643, 0.842, -0.586)  0.26

***

[10]
The following is a DFT calculation (ωB97M-V/def2-TZVPD) of a 2-piece molecular cluster, C2H10N2S2 overall at a distorted geometry.

Results
LUMO energy	0.0157	hartree
E_tot	-988.044652	Ha
HOMO level	-9.10	eV
structure (SMILES)	CSS.NCN
energy above the lowest of the compared OMol25 structures with the same formula, charge and spin	79.5	kJ/mol
M	126.25	g/mol

Last column: Mulliken charge in e.
Positions of all 16 atoms, in Å:
C (-1.426, 2.558, -1.457)  -0.78
S (-2.199, 0.955, -1.895)  -0.05
S (-2.045, 0.067, -0.071)  -0.21
H (-2.146, 3.208, -0.955)  0.32
H (-0.670, 2.384, -0.709)  0.25
H (-0.813, 3.044, -2.229)  0.31
H (-3.355, 0.079, 0.381)  0.15
N (2.625, -1.519, 0.272)  -0.64
C (1.154, -1.200, 0.244)  -0.09
N (0.488, -1.894, 1.345)  -0.64
H (3.062, -0.650, 0.562)  0.23
H (2.762, -2.203, 1.009)  0.25
H (0.848, -1.565, -0.728)  0.24
H (1.037, -0.118, 0.415)  0.20
H (-0.375, -1.448, 1.641)  0.20
H (1.053, -1.699, 2.174)  0.24

***

[11]
The following is a DFT calculation (ωB97M-V/def2-TZVPD) of a 2-piece molecular cluster, C2H10N3 overall at a distorted geometry.

Results
LUMO energy (alpha / beta)	-0.1168 / -0.3070	hartree
<S²>	2.0090
total charge	+1
multiplicity	3
E_tot	-246.055184	Ha
HOMO level (alpha / beta)	-10.67 / -14.72	eV
energy above the lowest of the compared OMol25 structures with the same formula, charge and spin	0.0	kJ/mol
M	76.12	g/mol

Last column: Mulliken charge in e.
Positions of all 15 atoms, in Å:
C (0.740, 0.973, 1.185)  -1.06
C (-0.141, 1.163, 0.103)  0.53
N (-0.801, 0.125, -0.412)  -0.21
N (-0.663, 2.502, -0.189)  -0.22
N (-0.130, -2.508, -0.452)  -0.89
H (1.590, 0.347, 0.995)  0.30
H (0.244, 0.741, 2.138)  0.29
H (1.272, 2.000, 1.419)  0.31
H (-1.601, 0.272, -1.045)  0.23
H (-0.833, -0.854, -0.088)  0.34
H (-0.156, 3.269, 0.176)  0.27
H (-1.562, 2.363, -0.673)  0.28
H (-0.094, -2.776, -1.493)  0.28
H (0.817, -2.641, -0.079)  0.27
H (-0.688, -3.188, 0.088)  0.29

***

[12]
The following is a DFT calculation (ωB97M-V/def2-TZVPD) of a single C2H10N4 molecule at a distorted geometry.

Results
LUMO energy	0.0408	hartree
E_tot	-301.065294	Ha
HOMO level	-8.42	eV
structure (SMILES)	CCN(N)NN
energy above the lowest of the compared OMol25 structures with the same formula, charge and spin	427.6	kJ/mol
M	90.13	g/mol

Last column: Mulliken charge in e.
Positions of all 16 atoms, in Å:
C (-1.451, 0.643, 1.357)  -1.03
C (-0.157, 1.272, 0.615)  -0.40
N (0.002, -2.026, -0.993)  -0.61
N (1.787, 0.207, -0.545)  -0.83
N (-0.315, -0.566, -0.953)  -0.28
N (0.552, 0.027, -0.143)  0.41
H (-2.219, 0.465, 0.642)  0.31
H (-1.256, -0.335, 1.778)  0.29
H (-1.925, 1.405, 2.014)  0.35
H (-0.516, 2.129, 0.055)  0.29
H (0.396, 1.608, 1.465)  0.30
H (0.899, -2.236, -1.601)  0.24
H (-0.006, -2.296, 0.038)  0.28
H (1.953, 0.519, -1.552)  0.19
H (2.443, -0.499, -0.218)  0.21
H (-0.187, -0.317, -1.958)  0.30